1.
This record from the OMol25 dataset describes an isolated ion of composition C34H38N3O2S and charge +1. The level of theory is ωB97M-V/def2-TZVPD.

Geometry as XYZ:
```
78
Properties=species:S:1:pos:R:3:lowdin_charge:R:1
C -2.13 -1.47 -4.48 -0.01
N -1.91 -0.96 -3.14 -0.04
C -2.88 -1.04 -2.17 -0.35
O -3.92 -1.69 -2.27 0.09
C -2.37 -0.21 -0.99 -0.16
C -2.59 -0.79 0.42 -0.09
C -3.98 -1.29 0.66 -0.19
C -5.15 -0.56 0.82 -0.03
N -6.22 -1.44 0.88 0.08
C -5.76 -2.74 0.80 -0.20
C -6.46 -3.94 0.70 -0.02
C -5.72 -5.12 0.50 -0.09
C -4.32 -5.07 0.39 -0.09
C -3.62 -3.87 0.47 -0.03
C -4.34 -2.69 0.67 -0.15
N -0.97 -0.04 -1.32 -0.01
C -0.13 0.66 -0.49 -0.05
C 1.02 1.28 -0.84 -0.05
C 1.68 2.27 0.09 -0.30
C 2.72 3.15 -0.62 -0.23
C 2.78 4.50 -0.27 -0.08
C 3.76 5.33 -0.82 -0.07
C 4.67 4.81 -1.74 -0.07
C 4.61 3.46 -2.11 -0.06
C 3.62 2.63 -1.54 -0.04
C -0.73 -0.19 -2.76 -0.47
C 0.55 -1.00 -3.05 0.01
C -0.72 1.16 -3.49 0.01
H -3.11 -1.96 -4.51 0.10
H -2.10 -0.67 -5.22 0.09
H -1.35 -2.20 -4.73 0.09
H -2.91 0.76 -1.03 0.17
H -1.87 -1.61 0.59 0.12
H -2.37 0.01 1.14 0.11
H -5.27 0.52 0.86 0.13
H -7.19 -1.16 0.97 0.16
H -7.55 -3.93 0.78 0.11
H -6.23 -6.08 0.44 0.10
H -3.76 -6.00 0.23 0.10
H -2.53 -3.81 0.39 0.10
H -0.48 0.74 0.54 0.12
H 1.39 1.27 -1.87 0.08
H 0.89 2.92 0.51 0.15
H 2.06 4.91 0.45 0.12
H 3.81 6.37 -0.51 0.11
H 5.44 5.46 -2.18 0.11
H 5.32 3.04 -2.81 0.11
H 3.59 1.57 -1.81 0.12
H 0.40 -2.04 -2.74 0.10
H 0.76 -0.97 -4.13 0.09
H 1.41 -0.60 -2.52 0.06
H -1.72 1.62 -3.39 0.10
H 0.02 1.83 -3.07 0.07
H -0.50 1.00 -4.55 0.09
C 3.30 2.30 4.00 -0.23
S 3.14 2.97 2.34 1.17
C 4.86 2.73 1.76 -0.20
C 2.32 1.60 1.26 -0.29
C 1.33 0.89 2.18 -0.39
C 1.49 -0.59 2.43 -0.15
C 2.77 -1.17 2.51 -0.03
C 2.92 -2.52 2.83 -0.06
C 1.79 -3.31 3.07 -0.05
C 0.51 -2.74 2.96 -0.04
C 0.36 -1.38 2.68 -0.01
O 0.40 1.51 2.69 0.10
H 3.34 3.18 4.66 0.07
H 2.41 1.71 4.24 0.06
H 4.22 1.73 4.09 0.06
H 5.27 3.73 1.55 0.07
H 5.43 2.26 2.57 0.06
H 4.91 2.13 0.84 0.06
H 3.15 0.95 0.94 0.12
H 3.64 -0.53 2.32 0.11
H 3.92 -2.94 2.89 0.11
H 1.90 -4.36 3.33 0.12
H -0.39 -3.36 3.11 0.12
H -0.62 -0.91 2.67 0.11
```

Calculated values
DFT total energy	-55268.889	eV
M	552.76	u
total charge	+1
orbital gap	5.73	eV

2.
This record from the OMol25 dataset describes C34H38N3O3S3Zn as an isolated structure. The level of theory is ωB97M-V/def2-TZVPD.

Geometry as XYZ:
```
82
Properties=species:S:1:pos:R:3:lowdin_charge:R:1
Zn 1.03 1.41 0.51 0.61
C 0.88 1.70 6.27 -0.43
S 0.13 0.40 5.25 0.77
C 0.84 0.93 3.67 -1.15
S 0.41 2.40 3.00 0.60
N 1.73 0.08 3.22 -0.11
N 2.23 0.35 2.01 -0.06
C 3.41 -0.05 1.75 -0.07
C 4.03 0.32 0.49 -0.26
C 5.34 -0.05 0.19 -0.03
C 5.91 0.42 -0.97 -0.07
C 5.16 1.24 -1.81 -0.06
C 3.85 1.53 -1.45 -0.14
N 3.30 1.08 -0.33 0.10
H 0.41 1.66 7.25 0.02
H 1.95 1.50 6.37 0.03
H 0.71 2.66 5.80 0.00
H 3.99 -0.59 2.50 0.12
H 5.89 -0.68 0.88 0.11
H 6.93 0.17 -1.23 0.10
H 5.58 1.63 -2.73 0.10
H 3.21 2.13 -2.08 0.10
C -0.93 5.10 -0.78 -0.11
C -0.80 3.64 -0.32 -0.53
C -1.68 2.76 -1.20 -0.10
C 0.66 3.18 -0.37 -0.28
H -1.97 5.43 -0.75 0.06
H -0.56 5.21 -1.80 0.07
H -0.34 5.76 -0.13 0.07
H -1.17 3.58 0.71 0.10
H -1.32 2.78 -2.23 0.08
H -2.72 3.10 -1.19 0.07
H -1.66 1.72 -0.86 0.04
H 1.29 3.95 0.10 0.03
H 0.96 3.12 -1.42 0.02
O 1.56 1.01 -2.69 -0.57
S 0.46 0.09 -2.25 1.03
C -0.42 -0.18 -3.84 -0.32
C 0.22 0.30 -4.97 -0.08
C -0.45 0.34 -6.18 -0.09
C -1.77 -0.08 -6.26 -0.10
C -2.40 -0.57 -5.13 -0.09
C -1.73 -0.63 -3.91 -0.06
C 1.32 -1.53 -2.21 -0.31
C 0.72 -2.72 -1.84 -0.06
C 1.49 -3.87 -1.72 -0.08
C 2.85 -3.83 -1.97 -0.10
C 3.45 -2.64 -2.34 -0.08
C 2.69 -1.49 -2.47 -0.08
H 1.23 0.68 -4.86 0.10
H 0.05 0.74 -7.06 0.10
H -2.30 -0.01 -7.20 0.10
H -3.43 -0.90 -5.19 0.10
H -2.22 -0.98 -3.02 0.10
H -0.34 -2.74 -1.62 0.10
H 1.01 -4.80 -1.43 0.10
H 3.45 -4.73 -1.86 0.10
H 4.52 -2.60 -2.52 0.10
H 3.13 -0.55 -2.76 0.09
C -4.96 -2.78 4.78 -0.06
C -4.06 -2.25 3.70 -0.28
C -4.58 -1.54 2.62 -0.02
C -3.75 -1.02 1.63 -0.20
C -4.38 -0.30 0.47 -0.04
C -2.37 -1.22 1.72 -0.04
C -1.83 -1.95 2.79 -0.19
C -0.36 -2.22 2.89 -0.04
C -2.69 -2.45 3.76 -0.02
C -1.46 -0.72 0.60 -0.60
O -1.78 -1.08 -0.55 -0.03
O -0.47 -0.02 0.96 -0.10
H -6.01 -2.75 4.47 0.07
H -4.85 -2.19 5.69 0.08
H -4.71 -3.82 5.02 0.07
H -5.65 -1.39 2.55 0.11
H -5.41 -0.01 0.71 0.07
H -4.40 -0.95 -0.41 0.08
H -3.82 0.59 0.20 0.07
H 0.07 -2.45 1.92 0.08
H -0.16 -3.04 3.58 0.08
H 0.16 -1.34 3.26 0.01
H -2.28 -3.01 4.59 0.11
```

Calculated values
DFT total energy	-127413.337	eV
M	698.29	u
total charge	-1
orbital gap	6.59	eV

Values for highest occupied orbital energy, Eh, ordered as above
-0.33808; -0.16674
Values for energy above the lowest of the compared OMol25 structures with the same formula, charge and spin, kJ/mol, ordered as above
0.0; 114.6